Molecular formula: C15H20N2O
Method: DFT, ωB97M-V/def2-TZVPD

Values from the calculation:
HOMO level   -7.11 eV
Lowest unoccupied orbital energy   0.7654 eV
Total charge   0
SMILES string   CC(=O)N(C)C1=CCC2=C3C(=CCC2)CCCN13
Spin multiplicity   1
ΔE to the lowest compared entry with this formula, charge and spin   396.79 kJ/mol
Orbital gap   7.8735 eV

```
38
Properties=species:S:1:pos:R:3:forces:R:3:mulliken_charge:R:1
C 1.52033 2.62551 -2.52136 -2.30 0.09 1.81 -1.133
C -0.03940 2.65633 -2.30324 0.85 -0.53 -2.65 1.016
O -0.67015 2.99221 -3.30760 -0.25 -0.04 1.29 -0.671
N -0.64393 2.21162 -1.14666 1.08 0.84 -0.27 0.279
C -2.09623 2.28414 -1.06486 -0.36 -2.42 -1.88 -1.054
C 0.07618 1.84290 0.03717 1.48 1.36 0.79 -0.269
C 0.59497 2.73409 0.92186 -0.73 0.47 0.15 -0.717
C 1.20400 2.35654 2.32011 -0.90 -1.65 -1.17 -0.688
C 1.27262 0.82059 2.50672 -2.31 -2.36 -3.03 0.185
C 0.72512 -0.02626 1.49710 1.84 1.54 1.18 0.772
C 0.71794 -1.56639 1.66790 0.71 0.73 2.95 0.606
C 0.95292 -2.15706 2.87410 0.57 1.40 -1.31 -0.779
C 1.24857 -1.26665 4.06257 -2.85 -1.57 -1.52 -0.972
C 1.68976 0.13509 3.78254 1.01 0.50 1.77 -1.105
C 0.39252 -2.36705 0.52609 -0.39 -0.04 -3.25 -0.880
C 1.01484 -1.69101 -0.72082 -0.71 -1.73 -0.61 -0.958
C 0.31261 -0.41362 -0.96010 0.63 2.94 -0.63 -0.500
N 0.34651 0.51702 0.19007 -0.40 -3.29 1.86 0.233
H 1.87016 2.02409 -3.32523 -0.37 -0.29 -0.99 0.302
H 1.77367 3.65683 -2.62402 0.54 0.60 -0.19 0.328
H 1.91942 2.21498 -1.63997 1.15 -0.22 1.24 0.345
H -2.46981 1.17940 -1.03599 0.20 1.98 0.24 0.252
H -2.37768 2.84624 -0.21431 -0.48 0.39 0.90 0.338
H -2.48048 2.73782 -2.01775 0.46 -0.39 1.03 0.385
H 0.52078 3.80634 0.61799 -0.19 -0.93 0.69 0.345
H 0.61350 2.74537 3.16366 0.19 0.33 -0.32 0.326
H 2.19914 2.71652 2.35919 1.05 0.77 0.36 0.334
H 0.91168 -3.25745 3.00636 0.02 0.86 -0.25 0.379
H 1.80835 -1.83244 4.76643 0.85 0.04 0.75 0.501
H 0.24528 -1.16155 4.47875 -0.23 -0.23 0.56 0.256
H 2.76609 0.07015 4.03729 0.01 0.98 -0.86 0.324
H 1.24690 0.59695 4.68276 0.42 0.89 -0.51 0.191
H -0.65786 -2.19822 0.29564 -0.59 -0.80 0.27 0.254
H 0.66707 -3.43316 0.51672 -0.28 0.45 0.60 0.378
H 0.81553 -2.30024 -1.63632 0.26 0.22 0.69 0.360
H 2.07605 -1.64596 -0.58866 0.74 0.50 -0.06 0.407
H -0.69524 -0.53339 -1.30290 -0.91 -0.64 0.08 0.326
H 0.73701 0.18845 -1.79249 0.23 -0.74 0.27 0.301
```
Positions in Å, forces in eV/Å.

---

Molecular formula: C9H17B4N3O8P
Method: DFT, ωB97M-V/def2-TZVPD

Values from the calculation:
HOMO level   -3.89 eV
Lowest unoccupied orbital energy   1.6795 eV
Total charge   -1
Spin multiplicity   1
Orbital gap   5.5723 eV

```
42
Properties=species:S:1:pos:R:3:forces:R:3:mulliken_charge:R:1
N 0.82291 -4.04710 1.14894 0.80 2.62 -1.49 -0.634
B 0.08432 -3.13655 0.20993 1.48 -2.06 -0.79 -0.330
O 0.48237 -3.15215 -1.19031 0.48 0.69 1.90 -0.595
B -1.15926 -2.11761 0.64619 -2.63 0.58 0.71 1.168
O -1.19001 -1.60871 2.00864 1.30 1.75 -2.27 -0.254
B -0.79359 -0.21227 1.89154 -0.89 -0.48 0.02 0.347
C 0.21820 0.36771 3.01815 -0.22 0.79 0.33 -0.818
C 1.48666 1.16588 2.42711 -0.09 0.04 1.17 -0.452
C 2.51333 0.25515 1.60029 0.07 0.30 -1.05 0.139
C 3.03984 0.96842 0.25146 1.34 0.61 -2.79 0.455
C 2.96670 2.48400 -0.03720 0.83 -1.01 -1.74 -0.287
C 3.43429 3.16629 -1.35243 0.37 -4.41 0.63 -0.493
C 4.04110 2.25011 -2.44238 -1.34 -1.35 3.25 -0.387
C 4.14111 0.73395 -2.16338 -1.12 1.27 2.00 -0.443
C 3.66090 0.05835 -0.83546 -0.21 4.20 -0.99 -0.414
O -1.36986 0.53860 0.80269 -0.24 -2.96 1.37 -0.274
B -2.39008 -0.26012 0.09855 0.66 0.22 -1.38 0.136
P -4.05597 0.57802 -0.43655 -1.19 0.28 -0.92 0.224
N -3.96136 2.29277 0.08327 1.57 -0.98 0.36 -0.729
O -4.14488 0.54038 -2.16936 3.99 1.93 3.03 -0.493
O -2.19352 -1.66008 -0.24742 2.17 2.14 2.67 -0.331
H 1.72699 -4.22233 0.65923 -0.86 -0.39 0.59 0.275
H 1.07222 -3.54594 2.02446 -0.70 -0.78 -0.48 0.301
H 1.11556 -2.40374 -1.27858 -0.62 -0.66 -0.37 0.309
H -0.38671 1.14431 3.63151 0.90 -1.14 -0.89 0.296
H 0.49568 -0.45695 3.76817 -0.21 1.15 -1.24 0.190
H 2.03224 1.62185 3.33897 -0.70 -0.67 -1.51 0.362
H 1.06768 2.06049 1.84681 0.75 -1.51 0.49 0.196
H 2.01953 -0.73318 1.25110 0.58 1.58 0.58 -0.226
H 3.42296 -0.08456 2.22884 -1.47 0.76 -0.89 0.398
H 2.52388 3.18798 0.75860 0.77 -1.36 -1.37 0.204
H 3.30520 4.29256 -1.47926 0.26 -1.89 0.16 0.318
H 4.38531 2.66069 -3.44995 -0.56 -0.67 1.68 0.302
H 4.57144 0.05833 -2.98796 -0.73 1.20 1.46 0.269
H 3.77210 -1.07563 -0.68676 -0.22 2.00 -0.27 0.339
H -2.96529 2.55693 0.23004 -0.85 0.01 -0.39 0.281
H -4.36948 2.35737 1.03452 -0.01 -0.27 -1.03 0.298
H -3.60325 -0.22843 -2.46708 -0.80 0.72 0.22 0.328
N -6.45672 -1.59976 -2.93410 -0.38 -0.17 0.01 0.851
O -6.53330 -2.65893 -2.27799 0.05 -0.10 0.03 -0.663
O -7.09038 -1.48083 -4.00230 0.00 0.00 -0.08 -0.650
O -5.73886 -0.65527 -2.52060 -2.33 -1.98 -0.73 -0.511
```
Positions in Å, forces in eV/Å.

---

Molecular formula: C3H3AuO
Method: DFT, ωB97M-V/def2-TZVPD

Values from the calculation:
HOMO level (spin up / spin down)   -21.12 / -22.20 eV
Lowest unoccupied orbital energy (spin up / spin down)   -12.2359 / -15.0704 eV
<S²>   2.03
Total charge   +2
Spin multiplicity   3
Orbital gap (spin up / spin down)   8.8834 / 7.1340 eV

```
8
Properties=species:S:1:pos:R:3:forces:R:3:mulliken_charge:R:1
H -2.26539 0.54956 -0.53541 -0.13 0.01 0.05 0.337
O 0.11203 1.37433 -0.10163 1.42 -3.37 -0.28 -0.198
C -1.97867 -0.34882 0.01627 -2.94 1.09 -0.62 -0.353
C -0.71332 -0.80447 -0.02517 2.65 -1.51 1.05 0.201
C 0.41061 0.17656 -0.12987 -3.44 4.24 0.06 0.776
H -2.75758 -0.88242 0.56355 -0.01 0.01 0.12 0.309
H -0.46666 -1.80598 0.33942 -0.13 -0.05 -0.50 0.386
Au 2.18807 -0.40840 0.12518 2.57 -0.42 0.12 0.543
```
Positions in Å, forces in eV/Å.

---

Molecular formula: C3H5N5O2
Method: DFT, ωB97M-V/def2-TZVPD

Values from the calculation:
HOMO level (spin up / spin down)   -7.51 / -7.32 eV
Lowest unoccupied orbital energy (spin up / spin down)   0.5671 / -1.4260 eV
<S²>   2.03
Total charge   0
Spin multiplicity   3
Orbital gap (spin up / spin down)   8.0762 / 5.8963 eV

```
15
Properties=species:S:1:pos:R:3:forces:R:3:mulliken_charge:R:1
C -0.08066 1.61669 -0.83640 0.64 -0.35 -1.55 -0.026
C 0.08144 0.20072 0.79650 -0.02 0.53 1.63 -0.153
C 2.19445 -0.93179 -0.02654 -0.76 0.14 -0.16 -0.768
N 0.93610 0.82538 -1.12926 -0.20 0.39 0.35 -0.751
N -1.84278 1.65496 0.78693 -0.68 0.29 0.30 -1.181
N 1.05824 -0.01559 -0.06354 -0.96 0.26 0.33 0.578
N -0.75397 1.21231 0.31410 1.54 -0.23 0.06 0.712
N -2.92744 -1.00192 0.23857 -0.30 0.39 0.64 0.681
O -3.99024 -1.33902 -0.11532 -1.87 -0.15 -0.09 -0.424
O -1.87605 -1.23521 -0.22016 1.98 -0.49 -0.63 -0.340
H -0.36832 2.45142 -1.50129 -0.11 -0.81 0.74 0.419
H 0.18708 0.04031 1.87800 -0.57 -0.60 -0.73 0.318
H 2.51388 -1.41189 0.88863 -0.34 1.07 0.98 0.322
H 1.98457 -1.82586 -0.57961 -0.10 -0.04 -1.23 0.283
H 2.88371 -0.24053 -0.43059 1.77 -0.41 -0.62 0.329
```
Positions in Å, forces in eV/Å.

---

Molecular formula: C2H7N4S
Method: DFT, ωB97M-V/def2-TZVPD

Values from the calculation:
HOMO level (spin up / spin down)   -12.79 / -12.40 eV
Lowest unoccupied orbital energy (spin up / spin down)   -4.8572 / -5.4220 eV
Total charge   +1
Spin multiplicity   1
ΔE to the lowest compared entry with this formula, charge and spin   510.63 kJ/mol
Orbital gap (spin up / spin down)   7.9309 / 6.9753 eV

```
14
Properties=species:S:1:pos:R:3:forces:R:3:mulliken_charge:R:1
C 0.74426 -0.13921 -1.15010 2.36 1.62 3.76 -0.363
C 1.06247 0.71314 -0.12403 1.23 -0.48 -2.17 0.393
N 1.60433 -0.67003 -0.15406 -0.92 0.56 -0.69 -0.088
N 1.47847 1.87244 0.34898 -0.41 -2.86 0.51 -0.317
N 1.20448 -1.74819 0.59056 0.88 1.75 -2.25 -0.255
N -2.87969 -0.06901 -0.35525 -0.44 -0.78 0.31 -0.384
S -1.57039 0.29861 0.54170 -0.29 0.05 0.23 -0.066
H -0.03908 -0.46415 -1.69473 -2.05 -1.14 -2.10 0.428
H 0.98037 2.66921 0.01017 0.10 0.90 0.40 0.285
H 2.01460 1.73457 1.20809 -0.26 1.23 -0.22 0.292
H 0.27638 -1.99462 0.44159 -1.71 -0.80 0.44 0.240
H 1.78305 -1.90283 1.33920 0.97 -0.85 2.13 0.240
H -3.31263 -1.03168 -0.16854 0.42 2.34 -0.85 0.305
H -3.34662 0.73175 -0.83357 0.09 -1.54 0.51 0.291
```
Positions in Å, forces in eV/Å.

---

Molecular formula: C7H13N
Method: DFT, ωB97M-V/def2-TZVPD

Values from the calculation:
HOMO level (spin up / spin down)   -13.12 / -13.35 eV
Lowest unoccupied orbital energy (spin up / spin down)   -7.7904 / -7.1646 eV
<S²>   0.85
Total charge   +1
Spin multiplicity   2
ΔE to the lowest compared entry with this formula, charge and spin   611.90 kJ/mol
Orbital gap (spin up / spin down)   5.3288 / 6.1847 eV

```
21
Properties=species:S:1:pos:R:3:forces:R:3:mulliken_charge:R:1
C 0.11193 1.52122 0.33300 0.46 -2.39 -0.31 -0.458
C 0.81964 0.40779 1.17726 -0.64 1.66 0.60 -0.594
C -0.13695 -0.51737 1.93190 0.51 0.00 -1.39 -0.667
C -0.85464 -0.30944 -2.60224 -0.48 -1.48 0.41 -0.506
C -0.59504 -1.05305 -1.48989 1.27 0.08 -0.44 0.159
C -0.95729 -1.46187 -0.32062 1.54 0.87 1.18 0.092
C -0.44832 -1.78515 1.02163 -0.68 -0.45 0.63 -0.526
N 0.97354 1.89114 -0.80165 -1.17 0.01 1.22 -0.499
H -0.12277 2.35072 0.97911 -0.11 0.37 -0.04 0.450
H -0.83382 1.02585 -0.00149 0.07 0.72 0.06 0.123
H 1.50970 -0.16531 0.56596 0.19 0.04 -0.04 0.311
H 1.37361 1.02170 1.88773 0.49 -0.54 0.16 0.387
H -1.09349 -0.05478 2.16756 0.14 0.18 0.25 0.373
H 0.37423 -0.87695 2.83209 -0.48 -0.23 -0.19 0.335
H -0.42695 -0.58333 -3.56336 0.48 0.64 0.20 0.311
H -1.68084 0.37900 -2.54133 -0.21 0.32 -0.23 0.308
H 1.21285 -1.09877 -1.65225 -1.63 -0.19 0.00 0.245
H 0.43408 -2.43487 1.01229 -0.01 0.18 -0.53 0.399
H -1.18088 -2.32541 1.61942 -0.35 -0.25 -0.27 0.322
H 0.77888 1.21571 -1.53381 0.33 0.65 -0.44 0.177
H 0.74253 2.85317 -1.02130 0.25 -0.18 -0.81 0.259
```
Positions in Å, forces in eV/Å.

---

For reference, strongest force on any atom by record: 4.5 5.4 5.5 2.1 4.7 2.5 eV Å⁻¹.
For reference, total energy by record: -768.23245 -1560.16933 -326.06475 -541.26978 -697.15152 -328.73523 Ha.